Here is a 2-piece molecular cluster, C2H4F2OS overall from the OMol25 dataset. Energies are from ωB97M-V with the def2-TZVPD basis set.

For the electronic energy, the calculation gives -20452.2701 eV. For the relative energy (zero: lowest compared OMol25 entry of this formula, charge and spin), the calculation gives 349.5 kJ/mol. The charge is 0.

Atoms and positions in Å:
C  -1.666  0.946  -0.287
C  1.497  -0.268  0.010
O  0.003  -2.296  0.827
F  -2.672  0.425  0.432
F  1.239  1.087  0.054
S  0.091  -1.429  -0.360
H  -0.945  1.722  0.244
H  -1.852  1.054  -1.322
H  2.387  -0.575  -0.622
H  1.917  -0.665  1.025

Here is a single C17H19N3OS molecule from the OMol25 dataset. Energies are from ωB97M-V with the def2-TZVPD basis set.

Its structure (SMILES) is CN(Cc1nc(CCc2ccccc2)no1)Cc1cccs1. For the electronic energy, the calculation gives -35289.3583 eV. For the relative energy (zero: lowest compared OMol25 entry of this formula, charge and spin), the calculation gives 225.3 kJ/mol. The charge is 0.

Atoms and positions in Å:
C  1.844  1.120  3.111
N  1.174  0.635  1.921
C  0.913  -0.793  2.014
C  -0.078  -1.238  1.001
N  0.023  -1.233  -0.294
C  -1.176  -1.744  -0.705
N  -1.953  -2.057  0.291
O  -1.251  -1.732  1.410
C  -1.561  -1.862  -2.129
H  -0.800  -2.430  -2.667
H  -2.516  -2.384  -2.182
C  -1.682  -0.452  -2.737
C  -2.625  0.379  -1.912
C  -3.999  0.220  -2.040
C  -4.869  0.930  -1.233
C  -4.375  1.805  -0.281
C  -3.008  1.972  -0.147
C  -2.140  1.265  -0.960
H  -1.073  1.400  -0.849
H  -2.613  2.652  0.594
H  -5.053  2.354  0.355
H  -5.935  0.796  -1.343
H  -4.389  -0.467  -2.779
H  -2.046  -0.541  -3.763
H  -0.694  0.011  -2.754
H  0.486  -1.001  2.998
H  1.833  -1.395  1.892
C  1.848  1.021  0.684
C  3.205  0.422  0.495
C  3.504  -0.764  -0.103
C  4.882  -1.076  -0.066
C  5.614  -0.124  0.563
S  4.637  1.175  1.125
H  6.671  -0.096  0.736
H  5.305  -1.968  -0.493
H  2.756  -1.382  -0.568
H  1.213  0.696  -0.143
H  1.909  2.112  0.682
H  1.183  0.983  3.966
H  2.041  2.183  2.992
H  2.794  0.608  3.317

Repeat the second record exactly.
Here is a single C17H19N3OS molecule from the OMol25 dataset. Energies are from ωB97M-V with the def2-TZVPD basis set.

Its structure (SMILES) is CN(Cc1nc(CCc2ccccc2)no1)Cc1cccs1. For the electronic energy, the calculation gives -35289.3583 eV. For the relative energy (zero: lowest compared OMol25 entry of this formula, charge and spin), the calculation gives 225.3 kJ/mol. The charge is 0.

Atoms and positions in Å:
C  1.844  1.120  3.111
N  1.174  0.635  1.921
C  0.913  -0.793  2.014
C  -0.078  -1.238  1.001
N  0.023  -1.233  -0.294
C  -1.176  -1.744  -0.705
N  -1.953  -2.057  0.291
O  -1.251  -1.732  1.410
C  -1.561  -1.862  -2.129
H  -0.800  -2.430  -2.667
H  -2.516  -2.384  -2.182
C  -1.682  -0.452  -2.737
C  -2.625  0.379  -1.912
C  -3.999  0.220  -2.040
C  -4.869  0.930  -1.233
C  -4.375  1.805  -0.281
C  -3.008  1.972  -0.147
C  -2.140  1.265  -0.960
H  -1.073  1.400  -0.849
H  -2.613  2.652  0.594
H  -5.053  2.354  0.355
H  -5.935  0.796  -1.343
H  -4.389  -0.467  -2.779
H  -2.046  -0.541  -3.763
H  -0.694  0.011  -2.754
H  0.486  -1.001  2.998
H  1.833  -1.395  1.892
C  1.848  1.021  0.684
C  3.205  0.422  0.495
C  3.504  -0.764  -0.103
C  4.882  -1.076  -0.066
C  5.614  -0.124  0.563
S  4.637  1.175  1.125
H  6.671  -0.096  0.736
H  5.305  -1.968  -0.493
H  2.756  -1.382  -0.568
H  1.213  0.696  -0.143
H  1.909  2.112  0.682
H  1.183  0.983  3.966
H  2.041  2.183  2.992
H  2.794  0.608  3.317

charge of number 1 (C2H4F2OS)? 0

Look up the relative energy (zero: lowest compared OMol25 entry of this formula, charge and spin) of the first one. 349.5 kJ/mol

Look up the relative energy (zero: lowest compared OMol25 entry of this formula, charge and spin) of the second one. 225.3 kJ/mol